C39H87O16P | wB97M-V/def2-TZVPD

```
143
Properties=species:S:1:pos:R:3:lowdin_charge:R:1
C 0.9418 1.9821 -4.8376 -0.1732
O 0.6125 3.2013 -4.4199 -0.2233
P 1.7431 4.3552 -4.4431 0.4650
O 2.7582 4.2173 -5.5083 -0.2231
O 0.8561 5.6693 -4.5920 -0.2192
C 0.2227 5.8481 -5.8701 -0.0810
O 2.3478 4.4097 -2.8908 -0.2146
C 3.3898 3.4421 -2.6713 -0.1167
H 0.7950 2.0034 -5.9175 0.1072
H 0.3198 1.2307 -4.3513 0.0884
H 1.9824 1.8239 -4.5545 0.0747
H -0.8450 6.0176 -5.7305 0.0703
H 0.2237 4.9916 -6.5443 0.0936
H 0.6392 6.7494 -6.3198 0.0968
H 3.2549 2.8877 -1.7425 0.0703
H 4.2980 3.9819 -2.4032 0.0876
H 3.6780 2.7292 -3.4437 0.0863
C -1.7567 -2.9401 7.6106 -0.1178
O -0.8818 -2.3538 6.6990 -0.1829
C -1.4035 -1.9773 5.4157 -0.1857
C -1.3834 -3.2208 4.5857 -0.1967
O -2.0600 -2.9220 3.3446 -0.1986
C -2.3427 -3.9435 2.4875 -0.1362
H -2.5274 -2.1869 7.7743 0.0852
H -1.3135 -3.1408 8.5860 0.0922
H -2.2388 -3.8140 7.1724 0.0772
H -0.7155 -1.3001 4.9095 0.1289
H -2.4248 -1.6180 5.2893 0.1297
H -1.8432 -4.0658 5.0983 0.1146
H -0.3282 -3.4766 4.4898 0.1306
H -2.7205 -3.4381 1.5987 0.0825
H -3.0990 -4.5622 2.9706 0.0950
H -1.4228 -4.4564 2.2070 0.0764
C -0.8792 -4.0171 -1.6797 -0.1223
O -0.3106 -5.2481 -1.4150 -0.2058
C -1.0483 -6.1929 -0.5907 -0.1337
C -0.1621 -7.4827 -0.3440 -0.1493
O -0.9703 -8.5933 -0.7481 -0.2073
C -1.9526 -9.0113 0.2044 -0.1047
H -1.9163 -3.9279 -2.0028 0.0901
H -0.3224 -3.5570 -2.4960 0.0740
H -0.8912 -3.3699 -0.8028 0.0605
H -1.9909 -6.4847 -1.0537 0.1234
H -1.2697 -5.5916 0.2910 0.0892
H 0.2523 -7.5456 0.6621 0.1168
H 0.6281 -7.4593 -1.0944 0.1229
H -2.6361 -9.8060 -0.0947 0.0891
H -2.5365 -8.2129 0.6623 0.0779
H -1.3741 -9.3381 1.0685 0.0796
C -0.6539 3.0493 -1.3948 -0.1090
O -0.6170 1.7184 -0.8441 -0.1988
C 0.7892 1.1815 -0.7005 -0.1036
C 0.9703 0.0607 0.4022 -0.1684
O 0.0947 -1.0555 0.2257 -0.1953
C -1.3077 -0.9211 0.5540 -0.0763
H 0.2047 3.3498 -1.9954 0.0532
H -0.8448 3.7797 -0.6085 0.0858
H -1.3804 3.1663 -2.1988 0.0676
H 1.5013 1.9693 -0.4549 0.1028
H 1.0830 0.7028 -1.6347 0.1067
H 0.9395 0.4615 1.4154 0.1116
H 1.9940 -0.3065 0.3297 0.1032
H -1.5060 -0.7140 1.6056 0.0846
H -1.8278 -1.8029 0.1798 0.0630
H -1.8889 -0.1360 0.0703 0.0647
C -0.7129 3.8978 3.6293 -0.1850
C -0.5769 3.8802 5.1454 -0.1670
C -0.0232 2.4699 5.3578 -0.1999
O -0.0146 1.7868 4.0895 -0.1573
C -0.9777 2.4443 3.2130 -0.1684
H 0.2037 4.2500 3.1563 0.1135
H -1.5117 4.5850 3.3502 0.1072
H -1.5691 3.8108 5.5913 0.1059
H -0.0472 4.7828 5.4500 0.1125
H -0.7005 1.8955 5.9899 0.1119
H 0.9502 2.5910 5.8332 0.1156
H -2.0227 2.1466 3.2995 0.1051
H -0.7612 2.2557 2.1616 0.1029
C 1.6777 -2.6806 -4.8717 -0.1769
C 3.0414 -2.7579 -4.4241 -0.1850
C 2.9863 -1.7274 -3.3114 -0.2386
O 2.3205 -0.6159 -3.8426 -0.1415
C 1.3872 -1.1370 -4.7814 -0.1784
H 0.9313 -3.1543 -4.2340 0.0949
H 1.4589 -3.0868 -5.8592 0.1195
H 3.7435 -2.3754 -5.1651 0.1272
H 3.3239 -3.7845 -4.1910 0.1228
H 3.9404 -1.4244 -2.8801 0.1251
H 2.5708 -2.1830 -2.4126 0.1070
H 1.6869 -0.5571 -5.6542 0.1187
H 0.3540 -0.9389 -4.4962 0.1119
C 5.7092 0.8060 4.0502 -0.1764
C 4.5619 1.0915 3.1685 -0.2203
C 4.7599 0.3096 1.9112 -0.1714
O 6.0850 -0.2644 2.0607 -0.1220
C 6.8177 0.4676 3.0361 -0.2024
H 5.4375 -0.1065 4.5808 0.1181
H 5.8398 1.6618 4.7123 0.1161
H 4.4320 2.1680 3.0569 0.1103
H 3.6630 0.8812 3.7481 0.1123
H 4.5416 0.8489 0.9895 0.1133
H 4.1094 -0.5645 1.8806 0.0978
H 7.4128 1.3129 2.6907 0.1110
H 7.6124 -0.0924 3.5289 0.1122
C 2.4756 -4.6964 0.9779 -0.1497
C 3.0268 -5.0343 -0.4058 -0.1591
C 4.1520 -3.9898 -0.6214 -0.1789
O 3.9827 -2.9869 0.3792 -0.1446
C 2.7212 -3.1599 1.0597 -0.1754
H 3.0552 -5.1803 1.7640 0.1072
H 1.4617 -4.9971 1.2419 0.0956
H 2.2773 -5.0521 -1.1971 0.0896
H 3.3570 -6.0730 -0.4091 0.1038
H 4.1362 -3.5806 -1.6316 0.0897
H 5.0799 -4.5256 -0.4216 0.1165
H 1.9089 -2.6455 0.5462 0.0897
H 2.7193 -2.7448 2.0675 0.1174
C -3.6786 7.5950 -3.1041 -0.2149
C -2.4515 7.0905 -2.4743 -0.1759
C -2.2669 5.7379 -3.1738 -0.2026
O -2.8855 5.7833 -4.4768 -0.1379
C -3.6617 7.0160 -4.4697 -0.1925
H -3.7425 8.6777 -2.9955 0.1236
H -4.5631 7.1679 -2.6314 0.1179
H -2.5405 6.9820 -1.3933 0.1225
H -1.6257 7.7031 -2.8359 0.1206
H -2.7743 5.0200 -2.5293 0.1079
H -1.1900 5.5789 -3.2282 0.0991
H -4.6836 6.8235 -4.7967 0.1208
H -3.0676 7.6308 -5.1458 0.1194
C -6.2942 1.2938 1.6698 -0.1805
C -6.0783 2.2138 0.4633 -0.1663
C -5.1072 1.4611 -0.4796 -0.2154
O -4.5777 0.4258 0.2773 -0.1303
C -4.9533 0.6290 1.6776 -0.1876
H -7.1591 0.6631 1.4640 0.1119
H -6.5124 1.8101 2.6047 0.1141
H -5.6772 3.1647 0.8139 0.1048
H -7.0570 2.4068 0.0239 0.1039
H -4.3532 2.1448 -0.8696 0.1135
H -5.7287 1.0308 -1.2648 0.1170
H -4.2814 1.2631 2.2560 0.1073
H -5.0099 -0.3289 2.1946 0.1200
```

Summary:
Total charge ... 0
SMILES ... COP(=O)(OC)OC.C1CCOC1.C1CCOC1.C1CCOC1.C1CCOC1.C1CCOC1.C1CCOC1.COCCOC.COCCOC.COCCOC
Kohn-Sham gap ... 9.66 eV
HOMO energy ... -9.201 eV